DFT (ωB97M-V/def2-TZVPD) results for a structure of composition C34H96N6O11 in a non-equilibrium geometry.

Output
**Energy above the lowest of the compared OMol25 structures with the same formula, charge and spin**: 51.070 eV
**Strongest force on any atom**: 0.3049 Eh/bohr
**HOMO**: -7.5 eV

Structure (ORCA input):
```
! wB97M-V def2-TZVPD RIJCOSX def2/J DEFGRID3
* xyz 0 1
C 0.51 -0.65 -1.03
C 0.47 0.35 0.02
O 1.80 0.54 0.47
H -0.47 -0.59 -1.50
H 0.71 -1.64 -0.62
H 1.26 -0.51 -1.81
H -0.20 -0.06 0.78
H 0.02 1.24 -0.41
H 2.31 1.03 -0.18
C -0.05 -3.38 -1.99
C 0.16 -2.35 -3.14
O -1.02 -2.21 -3.88
H -0.58 -3.04 -1.10
H 0.87 -3.85 -1.63
H -0.72 -4.20 -2.23
H 0.92 -2.71 -3.83
H 0.46 -1.39 -2.71
H -1.52 -1.48 -3.51
C 1.39 2.78 1.47
C 0.99 3.47 0.20
O 2.09 3.44 -0.81
H 0.97 1.77 1.42
H 0.97 3.33 2.31
H 2.47 2.62 1.52
H 0.82 4.51 0.48
H 0.16 3.10 -0.41
H 2.50 4.30 -0.78
C 2.83 -4.32 -0.58
C 2.91 -2.77 -0.93
O 4.12 -2.64 -1.66
H 3.42 -4.57 0.30
H 3.10 -5.04 -1.36
H 1.81 -4.50 -0.25
H 3.09 -2.21 -0.01
H 2.25 -2.34 -1.67
H 4.92 -2.55 -1.14
C -1.08 -2.70 1.25
C 0.15 -3.62 1.52
O -0.38 -4.87 1.67
H -1.96 -2.83 1.88
H -1.57 -2.91 0.30
H -0.88 -1.63 1.34
H 0.59 -3.29 2.45
H 0.83 -3.67 0.67
H 0.35 -5.45 1.91
C 3.43 1.61 2.86
C 2.48 0.35 2.88
C 2.87 -0.69 3.97
O 2.15 -1.90 3.82
C 2.62 -2.79 2.87
N 1.10 0.93 2.92
H 3.09 2.48 3.42
H 3.38 2.02 1.86
H 4.47 1.39 3.10
H 2.44 -0.04 1.86
H 2.72 -0.30 4.97
H 3.94 -0.91 3.95
H 3.52 -3.23 3.31
H 3.14 -2.28 2.07
H 1.87 -3.47 2.47
H 0.44 0.17 2.85
H 1.10 1.47 2.07
C 0.64 0.84 -3.18
C -0.89 0.99 -3.38
C -1.36 1.41 -4.82
O -0.91 2.55 -5.50
C -1.48 2.53 -6.92
N -1.43 -0.37 -3.01
H 1.19 0.71 -4.11
H 0.88 -0.10 -2.68
H 0.98 1.73 -2.64
H -1.23 1.71 -2.65
H -2.44 1.29 -4.82
H -1.00 0.55 -5.39
H -0.71 2.68 -7.68
H -2.29 3.20 -7.18
H -1.84 1.52 -7.11
H -2.43 -0.25 -2.91
H -1.01 -0.40 -2.09
C 4.55 -0.16 0.12
C 4.08 1.26 -0.04
C 5.14 2.26 -0.43
O 6.14 2.52 0.51
C 5.75 3.18 1.69
N 2.97 1.23 -1.12
H 4.91 -0.54 -0.84
H 3.76 -0.81 0.48
H 5.31 -0.20 0.90
H 3.64 1.55 0.92
H 4.83 3.18 -0.92
H 5.68 1.84 -1.27
H 5.00 2.53 2.15
H 5.41 4.22 1.69
H 6.68 3.19 2.25
H 2.56 2.12 -1.37
H 3.20 0.74 -1.97
C -5.04 3.74 0.83
C -3.81 3.28 1.53
C -2.48 3.09 0.78
O -2.44 2.06 -0.28
C -1.22 2.08 -1.05
N -3.61 4.18 2.72
H -5.33 3.03 0.06
H -5.01 4.69 0.30
H -5.93 3.91 1.43
H -3.96 2.31 2.00
H -1.65 2.96 1.47
H -2.37 4.03 0.24
H -1.12 3.06 -1.53
H -1.31 1.48 -1.96
H -0.38 1.71 -0.46
H -4.41 4.22 3.33
H -2.91 3.70 3.27
C -1.69 1.13 1.90
C -2.32 -0.28 1.94
C -2.08 -1.00 3.35
O -2.86 -2.24 3.45
C -2.63 -3.02 4.64
N -3.70 -0.01 1.83
H -2.05 1.76 2.71
H -1.93 1.60 0.94
H -0.60 1.24 1.88
H -1.95 -0.95 1.16
H -2.42 -0.33 4.14
H -1.02 -1.23 3.43
H -3.57 -3.52 4.88
H -2.19 -2.39 5.42
H -2.02 -3.90 4.43
H -4.08 -0.66 2.50
H -3.86 -0.26 0.87
C -3.03 0.44 -0.41
C -3.49 -0.90 -0.92
C -2.39 -1.80 -1.63
O -2.82 -2.01 -2.96
C -3.53 -3.25 -3.09
N -4.15 -1.48 0.20
H -3.92 0.90 0.02
H -2.86 1.06 -1.28
H -2.20 0.42 0.30
H -4.25 -0.81 -1.69
H -2.19 -2.60 -0.91
H -1.48 -1.21 -1.73
H -2.78 -4.01 -2.89
H -4.00 -3.33 -4.07
H -4.28 -3.41 -2.32
H -4.48 -2.43 0.07
H -5.02 -1.03 0.43
*
```

These are the Löwdin partial charges, in e, on atoms 1 to 6: C -0.08; C -0.19; O -0.19; H 0.03; H 0.10; H 0.05